The following is a DFT calculation (ωB97M-V with the def2-TZVPD basis set) of 7 unconnected molecules or ions with the total composition C34H33Cl4N5O10.

Last column: Löwdin charge in e.
Cartesian coordinates (Å):
Cl1 -15.87007 3.00731 -8.28119  0.52
C1 -16.62419 4.63470 -8.18580  -0.63
C2 -17.84804 4.58851 -7.20597  -0.65
Cl2 -19.08620 5.77136 -7.69991  0.53
H1 -16.95233 4.98030 -9.16610  0.05
H2 -15.89037 5.36028 -7.83491  0.07
H3 -17.58023 5.03256 -6.24722  0.05
H4 -18.35708 3.65515 -6.96551  0.06
Cl3 -20.02478 -1.81073 -7.09132  0.51
C3 -18.65650 -2.59842 -7.89288  -0.64
C4 -18.07779 -3.68544 -6.97638  -0.57
Cl4 -19.42848 -4.82675 -6.43302  0.45
H5 -18.01180 -1.72640 -8.00264  0.06
H6 -19.16925 -2.86215 -8.81789  0.06
H7 -17.74769 -3.28540 -6.01769  0.06
H8 -17.27771 -4.28480 -7.41081  0.07
C5 -26.33345 4.85137 -7.74227  -0.06
C6 -25.59914 3.73434 -7.31423  -0.07
C7 -25.08115 3.68813 -6.01624  0.00
C8 -25.39406 4.77560 -5.16747  -0.10
C9 -26.37520 5.71856 -5.48419  -0.02
C10 -26.78202 5.77787 -6.78462  -0.08
N1 -24.67080 4.87228 -3.81358  -0.36
O1 -23.78329 4.13832 -3.60111  0.11
O2 -24.91769 5.92526 -3.22803  0.05
H9 -26.71957 4.98712 -8.74171  0.10
H10 -25.42961 2.97824 -8.06654  0.10
H11 -24.39132 2.92305 -5.69195  0.11
H12 -26.69985 6.44454 -4.75347  0.12
H13 -27.34885 6.62915 -7.13165  0.11
C11 -16.10959 -0.11795 -19.49780  -0.07
C12 -17.05973 0.77172 -18.96894  -0.05
C13 -17.46300 0.57811 -17.64812  -0.03
C14 -17.02241 -0.45521 -16.88756  -0.15
C15 -16.11728 -1.39622 -17.42734  0.02
C16 -15.74508 -1.20488 -18.73967  -0.09
N2 -17.26875 -0.38048 -15.45081  -0.38
O3 -17.29273 -1.42476 -14.86310  0.09
O4 -17.25715 0.67595 -14.87288  0.09
H14 -15.66802 0.18931 -20.43429  0.11
H15 -17.35383 1.69172 -19.45217  0.11
H16 -18.08693 1.31269 -17.16078  0.12
H17 -15.76792 -2.18123 -16.77305  0.12
H18 -14.94243 -1.78538 -19.16998  0.11
C17 -26.28220 -10.50375 -5.59181  -0.05
C18 -26.43096 -11.34259 -4.48720  -0.08
C19 -25.35480 -11.99959 -3.87457  0.02
C20 -24.04922 -11.78892 -4.38208  -0.13
C21 -23.90127 -10.82456 -5.40521  -0.01
C22 -24.95760 -10.21886 -6.02053  -0.07
N3 -22.95360 -12.40164 -3.69800  -0.38
O5 -21.86312 -12.21348 -4.14528  0.09
O6 -23.08453 -13.03262 -2.65582  0.07
H19 -27.06127 -9.94753 -6.09188  0.10
H20 -27.44567 -11.36775 -4.11825  0.10
H21 -25.65227 -12.60017 -3.02769  0.12
H22 -22.94798 -10.40013 -5.68362  0.12
H23 -24.89596 -9.52848 -6.84876  0.11
C23 -18.77831 -3.73356 0.44781  -0.06
C24 -17.93390 -3.26024 1.47276  -0.06
C25 -18.36430 -2.22643 2.26790  -0.03
C26 -19.59294 -1.66478 2.03851  -0.10
C27 -20.42536 -2.16466 0.98825  -0.01
C28 -20.01258 -3.16527 0.16535  -0.08
N4 -19.98023 -0.52315 2.94063  -0.39
O7 -20.98639 0.03044 2.68217  0.10
O8 -19.32453 -0.25692 3.90483  0.08
H24 -18.47878 -4.57223 -0.16319  0.10
H25 -17.00059 -3.78895 1.59851  0.11
H26 -17.74668 -2.09003 3.14331  0.12
H27 -21.37936 -1.69781 0.79245  0.11
H28 -20.67904 -3.33939 -0.66646  0.11
C29 -18.80169 -12.96663 -10.58959  -0.04
C30 -17.63991 -12.20489 -10.41123  -0.08
C31 -17.73983 -10.83411 -10.49146  -0.02
C32 -18.87430 -10.25527 -10.99367  -0.15
C33 -20.10390 -10.95962 -11.18232  0.01
C34 -20.08913 -12.33727 -10.93951  -0.03
N5 -19.01281 -8.81801 -11.14387  -0.37
O9 -18.06105 -8.12323 -10.85419  0.08
O10 -20.03741 -8.35571 -11.58713  0.07
H29 -18.72096 -14.03058 -10.42259  0.09
H30 -16.64123 -12.60756 -10.32818  0.11
H31 -16.89136 -10.22780 -10.21058  0.12
H32 -20.98317 -10.49363 -11.60203  0.11
H33 -20.95830 -12.96843 -11.05161  0.10

Cartesian forces (eV/Å) of the 2 atoms listed first:
-0.045 0.464 -0.081
-1.144 -0.259 0.648

For the HOMO-LUMO gap, the calculation gives 0.34039 hartree. The multiplicity is 1. Its LUMO energy is -0.68 eV.

The following is a DFT calculation (ωB97M-V with the def2-TZVPD basis set) of 6 unconnected molecules or ions with the total composition C34H33F5O2Si.

Last column: Löwdin charge in e.
Cartesian coordinates (Å):
C1 -2.49199 5.61568 -1.68444  0.10
C2 -1.77697 4.83780 -2.24841  -0.24
C3 -0.96601 3.85753 -2.95365  -0.32
Si1 -1.59347 2.08412 -2.65687  0.73
C4 -3.26210 2.16532 -1.75564  -0.37
O1 -4.15967 2.71515 -2.68063  -0.21
O2 -5.41367 2.83528 -1.96992  -0.05
H1 -3.18492 6.21708 -1.14972  0.02
H2 0.07237 3.96790 -2.65130  0.06
H3 -1.03906 4.07658 -4.01857  0.08
H4 -1.89799 1.49145 -3.97882  -0.02
H5 -0.61997 1.23912 -1.94258  -0.03
H6 -3.17354 2.78293 -0.85782  0.08
H7 -3.56902 1.15980 -1.45047  0.06
H8 -5.94107 3.33111 -2.61247  0.10
F1 -6.29168 1.18716 4.84602  0.05
C5 -6.23712 1.23289 3.49810  -0.29
C6 -5.75753 2.37447 2.88833  -0.02
C7 -5.70117 2.41394 1.50211  -0.08
C8 -6.12542 1.32729 0.74994  -0.09
C9 -6.60564 0.19190 1.39028  -0.08
C10 -6.66207 0.13621 2.77593  -0.02
H9 -5.43678 3.21200 3.49325  0.12
H10 -5.32353 3.29693 1.00328  0.10
H11 -6.07828 1.36836 -0.32675  0.08
H12 -6.93893 -0.65739 0.80840  0.10
H13 -7.02713 -0.74004 3.29463  0.12
F2 1.75272 2.80934 -3.74751  0.03
C11 3.09388 2.74941 -3.57805  -0.28
C12 3.58590 2.11647 -2.45704  -0.01
C13 4.95922 2.05314 -2.27919  -0.08
C14 5.81176 2.62476 -3.21384  -0.09
C15 5.28884 3.25874 -4.33334  -0.08
C16 3.91618 3.32284 -4.52565  -0.02
H14 2.90286 1.68381 -1.73845  0.11
H15 5.36130 1.55603 -1.40716  0.10
H16 6.88281 2.57640 -3.07011  0.10
H17 5.95117 3.70759 -5.06135  0.10
H18 3.48631 3.80735 -5.39193  0.12
F3 -1.49154 -1.36682 -0.59738  0.05
C17 -2.08282 -2.27810 -1.39698  -0.28
C18 -1.74316 -3.60878 -1.26142  -0.02
C19 -2.36058 -4.53813 -2.08613  -0.08
C20 -3.29467 -4.12967 -3.02885  -0.10
C21 -3.61590 -2.78451 -3.14735  -0.08
C22 -3.00892 -1.84739 -2.32442  -0.01
H19 -1.00918 -3.90397 -0.52386  0.12
H20 -2.11012 -5.58617 -1.99085  0.10
H21 -3.77038 -4.85909 -3.67040  0.10
H22 -4.33971 -2.46071 -3.88311  0.11
H23 -3.24965 -0.79579 -2.39426  0.09
F4 3.71913 2.57242 0.72429  0.05
C23 3.53211 1.48353 1.50006  -0.29
C24 4.61006 0.66514 1.77263  -0.02
C25 4.40908 -0.45394 2.56708  -0.08
C26 3.14666 -0.74034 3.06789  -0.09
C27 2.07936 0.09756 2.77652  -0.08
C28 2.26773 1.22387 1.98807  -0.02
H24 5.58448 0.90507 1.36816  0.11
H25 5.24098 -1.10648 2.79463  0.10
H26 2.99624 -1.61736 3.68377  0.10
H27 1.09350 -0.12509 3.16218  0.11
H28 1.45161 1.89349 1.75175  0.12
F5 4.43294 -3.68590 1.84850  0.05
C29 4.39083 -4.45728 2.95245  -0.30
C30 3.20641 -5.08564 3.28129  -0.02
C31 3.16808 -5.87592 4.42089  -0.08
C32 4.29989 -6.02150 5.21154  -0.10
C33 5.47741 -5.37620 4.86024  -0.08
C34 5.53083 -4.58742 3.71998  -0.02
H29 2.33578 -4.95284 2.65324  0.12
H30 2.24975 -6.37960 4.69127  0.10
H31 4.26362 -6.63703 6.10014  0.10
H32 6.36010 -5.48547 5.47590  0.10
H33 6.43948 -4.08042 3.42400  0.12

Cartesian forces (eV/Å) of the 2 atoms listed first:
-0.192 -0.066 0.211
-0.002 -0.020 -0.023

For the HOMO-LUMO gap, the calculation gives 0.35494 hartree. The multiplicity is 1. Its LUMO energy is 0.57 eV.

The following is a DFT calculation (ωB97M-V with the def2-TZVPD basis set) of a gas-phase ion, C34H33N2 (charge +1).

Last column: natural (NBO) charge in e.
Cartesian coordinates (Å):
C1 -4.56561 -2.42048 2.85972  -0.64
C2 -3.29885 -1.82508 2.33127  0.00
C3 -3.08220 -0.44633 2.38585  -0.21
C4 -1.86648 0.07987 1.92501  -0.22
C5 -0.89383 -0.75611 1.35211  0.04
C6 0.40065 -0.13918 0.84707  -0.27
C7 1.68386 -0.76941 1.53297  -0.06
C8 2.81346 0.04465 1.76920  -0.19
C9 4.01644 -0.47980 2.24484  -0.22
C10 4.12146 -1.81574 2.63351  0.02
C11 5.46141 -2.39212 3.03174  -0.64
C12 2.94387 -2.56622 2.62807  -0.24
C13 1.73832 -2.02891 2.14494  -0.15
C14 -1.15125 -2.11775 1.24949  -0.24
C15 -2.33837 -2.65653 1.75324  -0.21
H1 -4.45700 -3.50470 2.97187  0.22
H2 -4.84067 -1.98727 3.82765  0.23
H3 -5.39582 -2.23283 2.16733  0.22
H4 -3.84726 0.20814 2.80437  0.22
H5 -1.65662 1.13804 2.04339  0.21
H6 0.37965 0.85680 1.31471  0.22
H7 2.72367 1.11169 1.61290  0.21
H8 4.88716 0.16480 2.32668  0.22
H9 5.42677 -3.48528 3.10267  0.22
H10 6.22099 -2.13717 2.27830  0.23
H11 5.84374 -2.01381 3.99282  0.23
H12 2.96195 -3.56415 3.06095  0.22
H13 0.82955 -2.57081 2.36931  0.21
H14 -0.38719 -2.79339 0.85242  0.22
H15 -2.51540 -3.73294 1.72209  0.22
N1 6.34194 3.29017 -0.90123  -0.27
C16 5.31816 2.75861 -1.12812  0.26
C17 4.07690 2.04753 -1.32440  -0.17
C18 2.90043 2.71269 -1.71163  -0.16
C19 1.68702 2.00854 -1.70549  -0.25
C20 1.62128 0.72688 -1.16706  0.07
C21 0.38008 0.03445 -0.66834  -0.33
C22 -0.91797 0.62633 -1.33738  0.53
N2 -1.61833 -0.13821 -2.18177  -0.34
C23 -1.05369 -1.24421 -2.95668  -0.23
C24 -2.20381 -1.71554 -3.86137  -0.41
C25 -3.48732 -1.14497 -3.27395  -0.42
C26 -3.07757 -0.02192 -2.32876  -0.23
C27 -1.32461 1.99781 -1.10300  -0.13
C28 -0.78910 2.73420 -0.01758  -0.13
C29 -1.35796 3.92806 0.40354  -0.22
C30 -2.41185 4.51126 -0.31170  -0.12
C31 -2.79788 3.92436 -1.53433  -0.23
C32 -2.19701 2.74156 -1.96840  -0.16
C33 2.82216 0.00416 -1.07854  -0.20
C34 4.04997 0.66529 -1.08984  -0.15
H16 2.93592 3.75877 -2.03093  0.24
H17 0.79780 2.47732 -2.12607  0.22
H18 0.42960 -0.97588 -1.10330  0.24
H19 -0.16246 -0.93824 -3.52732  0.23
H20 -0.74160 -2.06232 -2.28992  0.22
H21 -2.05147 -1.35180 -4.88184  0.22
H22 -2.23042 -2.80417 -3.89848  0.24
H23 -4.15212 -0.77616 -4.05353  0.24
H24 -4.02338 -1.90145 -2.70509  0.23
H25 -3.58829 -0.07964 -1.35103  0.24
H26 -3.38795 0.92697 -2.77902  0.22
H27 0.12901 2.39469 0.44638  0.23
H28 -0.96639 4.40187 1.30670  0.24
H29 -2.91815 5.40856 0.06535  0.24
H30 -3.57333 4.40714 -2.14499  0.24
H31 -2.37636 2.43201 -3.00750  0.22
H32 2.77807 -1.06793 -0.94074  0.23
H33 4.98426 0.13525 -0.86911  0.25

Cartesian forces (eV/Å) of the 2 atoms listed first:
-0.331 -0.139 0.085
-0.058 -0.027 -0.184

For the HOMO-LUMO gap, the calculation gives 0.23699 hartree. The multiplicity is 1. As for the charge: +1. Its LUMO energy is -4.71 eV.

- Which of these has the lowest HOMO-LUMO gap?
  C34H33N2